Entry 1:
Computed, not measured: a structure of composition C36H40O5P2SiY, with ωB97M-V/def2-TZVPD.

Cartesian coordinates (Å):
Y: -0.749 1.185 1.028
O: -4.559 1.422 3.338
C: -3.272 1.343 3.121
O: -2.761 0.645 2.259
C: -2.413 2.164 4.052
O: -1.233 2.564 3.376
C: -1.392 3.870 2.751
C: -2.340 3.704 1.570
O: -3.452 4.172 1.577
O: -1.846 2.909 0.645
H: -5.022 0.864 2.691
H: -2.965 3.016 4.446
H: -2.125 1.513 4.880
H: -1.786 4.580 3.476
H: -0.394 4.156 2.426
C: 1.979 -0.853 -1.753
C: 0.723 -0.069 -2.147
P: -0.760 -1.185 -2.045
C: -1.280 -1.296 -3.791
C: -2.619 -1.266 -4.170
C: -2.979 -1.464 -5.497
C: -2.007 -1.694 -6.459
C: -0.669 -1.733 -6.089
C: -0.310 -1.543 -4.763
C: -2.102 -0.148 -1.348
C: -2.378 1.141 -1.819
C: -3.590 1.755 -1.536
C: -4.553 1.073 -0.808
C: -4.292 -0.204 -0.325
C: -3.067 -0.805 -0.571
C: 2.096 -1.203 -0.259
P: 0.547 -1.484 0.709
C: 1.135 -1.233 2.423
C: 0.215 -0.757 3.354
C: 0.559 -0.592 4.694
C: 1.844 -0.892 5.106
C: 2.777 -1.359 4.183
C: 2.428 -1.530 2.856
C: 0.241 -3.284 0.701
C: 0.670 -4.080 -0.357
C: 0.426 -5.445 -0.352
C: -0.261 -6.027 0.704
C: -0.696 -5.239 1.761
C: -0.443 -3.875 1.761
H: 2.865 -0.270 -2.017
H: 2.030 -1.764 -2.355
H: 0.808 0.309 -3.167
H: 0.633 0.818 -1.511
H: -3.394 -1.085 -3.435
H: -4.024 -1.433 -5.778
H: -2.290 -1.845 -7.493
H: 0.096 -1.914 -6.832
H: 0.740 -1.589 -4.493
H: -1.665 1.640 -2.467
H: -3.786 2.757 -1.892
H: -5.511 1.542 -0.624
H: -5.050 -0.744 0.231
H: -2.871 -1.815 -0.229
H: 2.547 -0.355 0.261
H: 2.751 -2.066 -0.123
H: -0.817 -0.562 3.059
H: -0.170 -0.230 5.408
H: 2.124 -0.768 6.143
H: 3.782 -1.597 4.507
H: 3.165 -1.907 2.157
H: 1.192 -3.639 -1.197
H: 0.770 -6.054 -1.179
H: -0.453 -7.092 0.706
H: -1.227 -5.686 2.591
H: -0.771 -3.277 2.603
C: 3.556 3.291 -2.280
Si: 3.921 3.012 -0.484
C: 5.156 1.648 -0.256
C: 4.476 4.567 0.346
C: 2.342 2.449 0.303
C: 1.279 2.027 0.748
H: 4.423 3.705 -2.800
H: 2.725 3.990 -2.398
H: 3.285 2.353 -2.771
H: 6.126 1.930 -0.672
H: 4.829 0.734 -0.760
H: 5.296 1.423 0.803
H: 5.408 4.923 -0.099
H: 4.649 4.401 1.411
H: 3.727 5.354 0.241

Summary:
HOMO energy = -10.61 eV
2S+1 = 1
M = 731.7 g/mol
Charge = +1

***

Entry 2:
Computed, not measured: a cluster of 3 separate species, C3H14N2O in total, with ωB97M-V/def2-TZVPD.

Cartesian coordinates (Å):
C: -0.698 0.716 -0.704
C: -1.389 -0.421 0.200
C: -0.342 -0.429 1.185
N: -0.537 -1.630 3.070
N: 0.172 0.109 -1.792
H: -0.199 1.537 -0.155
H: -1.484 1.352 -1.176
H: -1.729 -1.315 -0.348
H: -2.272 0.147 0.556
H: 0.454 -1.230 1.328
H: -0.226 0.397 1.879
H: -1.205 -1.036 3.619
H: -1.253 -2.382 2.909
H: 0.073 -2.183 3.745
H: -0.312 -0.046 -2.689
H: 0.452 -0.796 -1.426
H: 1.077 0.765 -1.962
H: 2.404 2.507 -1.985
H: 3.152 1.206 -1.681
O: 2.279 1.546 -1.925

Summary:
HOMO energy (alpha / beta) = -23.31 / -23.30 eV
2S+1 = 2
M = 94.2 g/mol
Charge = +3
Energy above the lowest of the compared OMol25 structures with the same formula, charge and spin = 268.6 kJ/mol

***

Entry 3:
Computed, not measured: the molecule C3H5N3, with ωB97M-V/def2-TZVPD.

Cartesian coordinates (Å):
N: -2.052 -0.770 -0.033
C: -0.782 -0.315 0.120
C: 0.050 -0.377 1.283
N: 2.260 0.284 -0.766
C: 1.144 0.829 -0.495
N: -0.093 0.235 -0.823
H: -2.549 -0.395 -0.830
H: -2.603 -0.907 0.799
H: 0.585 -1.341 1.310
H: 3.009 0.923 -0.500
H: 1.031 1.833 -0.064

Summary:
HOMO energy = -9.15 eV
2S+1 = 1
M = 83.1 g/mol
Energy above the lowest of the compared OMol25 structures with the same formula, charge and spin = 445.6 kJ/mol

***

Entry 4:
Computed, not measured: a structure of composition C53H45BrF9NP3PbSe2, with ωB97M-V/def2-TZVPD.

Cartesian coordinates (Å):
Pb: -0.221 -0.055 -0.296
C: 0.429 -0.922 3.303
C: 1.346 -1.404 2.225
C: 2.145 -0.510 1.511
C: 3.056 -0.971 0.569
C: 3.188 -2.328 0.340
C: 2.392 -3.224 1.038
C: 1.469 -2.765 1.959
H: 0.124 0.111 3.127
H: 0.948 -0.957 4.262
H: -0.455 -1.554 3.376
H: 2.119 0.544 1.755
H: 3.685 -0.265 0.046
H: 3.928 -2.682 -0.362
H: 2.500 -4.284 0.874
H: 0.845 -3.462 2.497
Se: -2.856 0.819 -0.445
P: -3.405 -1.298 -0.253
Se: -1.626 -2.537 0.032
C: -4.365 -1.798 -1.726
C: -4.534 -3.147 -2.013
C: -5.334 -3.523 -3.077
C: -5.952 -2.559 -3.859
C: -5.753 -1.214 -3.592
C: -4.965 -0.831 -2.521
C: -4.523 -1.517 1.170
C: -5.256 -0.455 1.684
C: -6.088 -0.667 2.770
C: -6.190 -1.928 3.337
C: -5.465 -2.988 2.812
C: -4.624 -2.784 1.734
H: -4.036 -3.891 -1.405
H: -5.473 -4.571 -3.299
H: -6.588 -2.855 -4.680
H: -6.211 -0.460 -4.216
H: -4.813 0.216 -2.297
H: -5.166 0.531 1.246
H: -6.654 0.156 3.180
H: -6.824 -2.086 4.197
H: -5.547 -3.971 3.251
H: -4.027 -3.597 1.338
C: 2.249 -0.507 -3.207
P: 0.651 -1.248 -2.689
C: 1.088 -3.020 -2.488
C: -0.320 -1.308 -4.229
C: -1.677 -1.013 -4.183
C: -2.453 -1.111 -5.324
C: -1.872 -1.494 -6.522
C: -0.518 -1.788 -6.574
C: 0.255 -1.702 -5.432
H: 2.667 -1.013 -4.075
H: 2.949 -0.586 -2.377
H: 2.093 0.542 -3.447
H: 1.506 -3.407 -3.418
H: 0.190 -3.584 -2.235
H: 1.807 -3.130 -1.677
H: -2.126 -0.718 -3.245
H: -3.509 -0.892 -5.277
H: -2.471 -1.562 -7.418
H: -0.063 -2.090 -7.506
H: 1.306 -1.950 -5.487
Br: 0.652 6.109 -3.890
C: 0.468 4.405 -3.088
C: 1.446 3.927 -2.222
C: 1.265 2.676 -1.669
N: 0.199 1.918 -1.905
C: -0.714 2.367 -2.759
C: -0.626 3.599 -3.378
H: 2.323 4.516 -2.006
H: 2.016 2.252 -1.018
H: -1.551 1.713 -2.953
H: -1.388 3.928 -4.066
F: -1.892 7.518 -2.378
C: -1.428 7.798 -1.151
F: -2.380 8.522 -0.543
F: -0.377 8.611 -1.306
C: -1.084 6.546 -0.388
C: -0.077 6.558 0.567
C: 0.243 5.391 1.238
C: -0.438 4.210 0.952
C: -1.472 4.224 0.021
C: -1.797 5.384 -0.650
P: -0.068 2.582 1.720
C: 1.547 2.902 2.524
C: 2.591 3.384 1.731
C: 3.872 3.482 2.232
C: 4.122 3.088 3.542
C: 3.098 2.601 4.340
C: 1.814 2.504 3.830
C: 5.531 3.174 4.064
F: 5.623 2.898 5.366
F: 6.340 2.310 3.424
F: 6.061 4.392 3.880
C: -1.246 2.696 3.131
C: -1.297 3.814 3.960
C: -2.202 3.868 5.002
C: -3.070 2.804 5.207
C: -3.054 1.700 4.367
C: -2.135 1.647 3.337
C: -4.030 2.808 6.367
F: -3.604 1.998 7.353
F: -5.240 2.354 6.006
F: -4.210 4.017 6.905
H: 0.465 7.471 0.768
H: 1.037 5.409 1.971
H: -2.028 3.317 -0.182
H: -2.587 5.395 -1.384
H: 2.384 3.693 0.716
H: 4.681 3.855 1.620
H: 3.300 2.296 5.356
H: 1.024 2.112 4.452
H: -0.631 4.648 3.789
H: -2.242 4.730 5.649
H: -3.755 0.895 4.525
H: -2.119 0.790 2.681

Summary:
HOMO energy = -10.34 eV
2S+1 = 1
M = 1404.9 g/mol
Charge = +1
Energy above the lowest of the compared OMol25 structures with the same formula, charge and spin = 17.9 kJ/mol

***

Entry 5:
Computed, not measured: the ion C3H8NOS with charge +2, with ωB97M-V/def2-TZVPD.

Cartesian coordinates (Å):
O: -1.958 -0.142 -0.771
C: -0.866 -0.495 -1.098
C: 0.282 -0.422 -0.070
C: 0.594 1.065 0.253
S: 1.587 1.990 -0.938
N: -0.310 -1.015 1.198
H: -0.694 -0.934 -2.094
H: 1.152 -0.981 -0.404
H: 1.203 1.149 1.152
H: -0.345 1.616 0.416
H: 0.862 1.737 -2.055
H: -0.867 -1.846 0.945
H: -1.001 -0.370 1.596
H: 0.362 -1.352 1.872

Summary:
HOMO energy (alpha / beta) = -19.50 / -19.48 eV
2S+1 = 2
M = 106.2 g/mol
Charge = +2
Energy above the lowest of the compared OMol25 structures with the same formula, charge and spin = 18.5 kJ/mol

***

Entry 6:
Computed, not measured: a structure of composition C7H13BN4W, with ωB97M-V/def2-TZVPD.

Cartesian coordinates (Å):
W: -0.473 -0.649 0.364
C: -0.650 -2.661 0.629
H: -0.738 -2.978 1.660
H: -1.474 -3.042 0.012
H: 0.294 -2.980 0.185
H: 0.528 -0.904 -1.097
H: 0.394 -0.054 -1.177
B: -1.903 2.267 -0.115
N: -0.433 2.267 0.441
C: 0.258 3.352 0.781
C: 1.567 2.966 1.111
C: 1.649 1.583 0.947
N: 0.406 1.166 0.567
N: -2.676 1.198 0.722
C: -3.823 1.362 1.375
C: -4.195 0.163 1.987
C: -3.229 -0.771 1.624
N: -2.325 -0.146 0.798
H: -1.907 2.083 -1.315
H: -2.412 3.331 0.155
H: -0.245 4.317 0.725
H: 2.351 3.625 1.393
H: 2.486 0.887 1.064
H: -4.228 2.363 1.364
H: -5.062 0.035 2.608
H: -3.162 -1.826 1.823

Summary:
HOMO energy (alpha / beta) = -17.04 / -17.25 eV
2S+1 = 3
M = 347.9 g/mol
Charge = +2
Energy above the lowest of the compared OMol25 structures with the same formula, charge and spin = 11.4 kJ/mol

***

Entry 7:
Computed, not measured: the molecule C2H4S2, with ωB97M-V/def2-TZVPD.

Cartesian coordinates (Å):
C: 0.379 -0.183 0.268
C: -0.428 -0.116 -0.970
S: -0.515 -0.119 1.791
S: 1.994 -0.088 0.320
H: -0.666 0.885 -1.047
H: 0.135 -0.230 -1.883
H: -1.473 -0.380 -0.909
H: 0.574 0.231 2.430

Summary:
HOMO energy = -8.72 eV
2S+1 = 1
M = 92.2 g/mol
Energy above the lowest of the compared OMol25 structures with the same formula, charge and spin = 51.6 kJ/mol

***

Entry 8:
Computed, not measured: a cluster of 11 separate species, C7H34NO10 in total, with ωB97M-V/def2-TZVPD.

Cartesian coordinates (Å):
C: 0.236 -3.396 0.641
C: 0.812 -2.421 1.609
C: 1.218 -0.974 1.084
C: -1.262 2.334 -1.332
C: -1.303 1.049 -1.010
C: -0.174 0.362 -0.397
C: 0.009 -0.060 0.855
N: -0.888 -2.662 -0.140
H: 0.917 -3.807 -0.114
H: -0.295 -4.199 1.202
H: 1.759 -2.774 2.061
H: 0.148 -2.255 2.451
H: 1.841 -1.107 0.216
H: 1.821 -0.710 1.943
H: -2.198 2.902 -1.515
H: -0.387 3.017 -1.226
H: -2.273 0.580 -0.895
H: 0.656 0.230 -1.097
H: -0.552 0.075 1.771
H: -1.650 -3.390 -0.131
H: -0.722 -2.461 -1.125
H: -1.211 -1.799 0.365
H: 3.014 1.017 -3.291
H: 2.309 1.386 -4.691
O: 2.440 0.732 -4.005
H: -1.984 -0.925 -2.369
H: -2.062 -2.075 -3.300
O: -2.113 -1.878 -2.346
H: 1.244 -2.822 -2.522
H: 2.701 -2.548 -1.957
O: 1.798 -2.779 -1.731
H: -1.465 3.715 3.340
H: -1.563 3.873 1.943
O: -1.748 3.166 2.578
H: -2.485 -0.933 2.470
H: -2.179 -2.478 2.798
O: -2.284 -1.816 2.103
H: -0.444 1.816 3.075
H: 0.629 2.231 2.121
O: 0.488 1.704 2.926
H: -2.727 1.537 2.816
H: -3.190 0.687 3.995
O: -2.564 0.664 3.258
H: 2.824 1.361 -0.231
H: 4.257 1.841 -0.508
O: 3.331 2.032 -0.705
H: 1.759 4.574 0.986
H: 2.280 3.282 0.363
O: 1.461 3.736 0.617
H: 1.093 -0.706 -3.862
H: -0.324 -0.020 -3.710
O: 0.142 -0.849 -3.814

Summary:
HOMO energy = -11.76 eV
2S+1 = 1
M = 292.3 g/mol
Charge = +1
Energy above the lowest of the compared OMol25 structures with the same formula, charge and spin = 189.8 kJ/mol